Record 1
ORCA calculation (ωB97M-V/def2-TZVPD) on a cluster of 2 separate species, C5H10N2 in total.

Positions of all 17 atoms, in Å:
C 0.418 0.084 -0.168
C -3.881 0.405 0.017
C 0.221 -1.161 -0.509
C 0.762 1.285 0.204
C 0.624 -2.311 0.340
N -2.746 0.347 0.011
N 2.061 1.895 -0.154
H -4.956 0.477 0.021
H 1.086 -1.996 1.270
H -0.262 -1.409 -1.448
H 0.154 1.930 0.817
H -0.237 -2.945 0.561
H -1.720 0.172 -0.027
H 1.326 -2.927 -0.224
H 1.924 2.808 -0.618
H 2.597 1.282 -0.786
H 2.628 2.064 0.694

Values from the calculation:
E: -8306.9782 eV
LUMO: -7.822 eV
HOMO: -18.430 eV
orbital gap: 10.608 eV
net charge: +2
ΔE to the lowest compared entry with this formula, charge and spin: 20.5 kcal per mole

Results of the Löwdin charge analysis, in e, for atoms 1 through 5: atom 1 (C): -0.050, atom 2 (C): 0.307, atom 3 (C): -0.106, atom 4 (C): -0.083, atom 5 (C): -0.039

Record 2
ORCA calculation (ωB97M-V/def2-TZVPD) on a cluster of 6 separate species, C7H22N10O12P in total.

Positions of all 52 atoms, in Å:
N 1.838 -2.085 -1.147
P 1.008 -0.882 -0.743
O 1.389 -0.129 0.549
O -0.553 -1.164 -0.559
N 1.044 0.451 -1.908
N 1.239 0.204 -3.234
C 1.238 1.363 -3.876
N 1.013 2.362 -3.050
C 0.890 1.815 -1.841
N 0.618 2.438 -0.677
H 2.414 -2.151 -1.968
H 1.057 -0.556 1.398
H -1.092 -0.859 -1.297
H 1.360 -0.735 -3.588
H 1.364 1.441 -4.945
H 1.228 3.157 -0.332
H -0.172 2.165 -0.122
C 0.268 -2.868 4.276
N 1.025 -2.045 3.297
O 0.462 -1.048 2.827
O 2.141 -2.372 3.007
H -0.707 -2.421 4.414
H 0.211 -3.867 3.855
H 0.839 -2.881 5.200
C -0.687 -5.216 8.583
N 0.057 -4.377 7.604
O -0.498 -3.395 7.146
O 1.181 -4.722 7.316
H -1.665 -4.775 8.730
H -0.747 -6.216 8.164
H -0.103 -5.229 9.498
C -0.443 4.896 -4.746
N -0.814 4.922 -6.187
O -0.485 3.962 -6.861
O -1.418 5.886 -6.592
H 0.082 3.970 -4.568
H 0.185 5.757 -4.545
H -1.359 4.943 -4.165
C -0.885 -4.251 -1.613
N -1.905 -5.140 -2.238
O -3.034 -5.095 -1.799
O -1.526 -5.840 -3.150
H -1.357 -3.688 -0.818
H -0.089 -4.883 -1.232
H -0.500 -3.605 -2.395
C -0.561 6.571 -0.339
N -0.603 5.530 -1.403
O 0.448 5.140 -1.877
O -1.696 5.123 -1.733
H 0.475 6.829 -0.157
H -1.132 7.420 -0.701
H -1.042 6.151 0.540

Values from the calculation:
E: -56356.5693 eV
LUMO: -3.626 eV
HOMO: -12.920 eV
orbital gap: 9.295 eV
net charge: +1

Results of the Löwdin charge analysis, in e, for atoms 1 through 5: atom 1 (N): -0.088, atom 2 (P): 0.441, atom 3 (O): -0.116, atom 4 (O): -0.114, atom 5 (N): -0.018

Record 3
ORCA calculation (ωB97M-V/def2-TZVPD) on an isolated molecule of C6H13N.

Positions of all 20 atoms, in Å:
C 2.933 -0.247 0.017
C 1.468 -0.652 -0.102
C 0.603 0.351 -0.860
N -0.787 -0.059 -0.742
C -1.820 0.952 -0.868
C -1.465 0.385 0.459
C -2.297 -0.630 1.198
H 3.034 0.736 0.493
H 3.422 -0.197 -0.962
H 3.486 -0.969 0.628
H 1.377 -1.628 -0.593
H 1.041 -0.774 0.903
H 0.876 0.374 -1.923
H 0.767 1.371 -0.460
H -2.727 0.633 -1.379
H -1.518 1.981 -1.072
H -0.890 1.062 1.099
H -3.036 -0.148 1.848
H -2.817 -1.283 0.491
H -1.651 -1.258 1.824

Values from the calculation:
E: -7921.9540 eV
SMILES: CCCN1C[C@H]1C
LUMO: 1.236 eV
HOMO: -9.086 eV
orbital gap: 10.322 eV
ΔE to the lowest compared entry with this formula, charge and spin: 20.3 kcal per mole

Results of the Löwdin charge analysis, in e, for atoms 1 through 5: atom 1 (C): -0.120, atom 2 (C): -0.255, atom 3 (C): -0.238, atom 4 (N): -0.097, atom 5 (C): -0.109

Record 4
ORCA calculation (ωB97M-V/def2-TZVPD) on a cluster of 3 separate species, C18H30N3O2S in total.

Positions of all 54 atoms, in Å:
C 4.105 -5.303 -0.515
C 4.361 -4.009 -0.926
C 3.614 -2.951 -0.476
C 2.562 -3.161 0.402
C 1.797 -1.920 0.856
C 0.352 -2.190 1.321
C -0.675 -1.965 0.160
C -1.798 -2.961 0.351
N -2.308 -3.503 -0.720
C -3.356 -4.490 -0.458
C -3.277 -4.909 1.020
S -2.456 -3.487 1.862
C 2.307 -4.451 0.817
C 3.063 -5.506 0.350
H 4.710 -6.116 -0.900
H 5.164 -3.795 -1.629
H 3.850 -1.940 -0.801
H 2.349 -1.417 1.657
H 1.748 -1.236 -0.001
H 0.246 -3.214 1.681
H 0.081 -1.519 2.143
H -0.158 -2.237 -0.770
H -1.037 -0.932 0.150
H -2.011 -3.260 -1.656
H -2.998 -5.399 -0.966
H -4.354 -4.319 -0.867
H -4.231 -5.251 1.419
H -2.545 -5.714 1.117
H 1.506 -4.662 1.522
H 2.829 -6.517 0.675
C -0.266 1.790 -0.339
O -0.083 1.523 0.840
N -1.317 2.463 -0.828
C -1.464 2.744 -2.246
C -2.347 2.930 0.090
H 0.452 1.485 -1.120
H -1.507 3.823 -2.398
H -2.388 2.294 -2.613
H -0.623 2.337 -2.805
H -1.908 3.594 0.825
H -2.775 2.071 0.612
H -3.124 3.454 -0.454
C -0.680 5.444 -0.074
O -1.814 5.679 -0.458
N 0.233 6.367 0.266
C 1.565 6.006 0.713
C -0.130 7.774 0.184
H -0.299 4.417 0.021
H 1.729 6.390 1.722
H 2.307 6.440 0.040
H 1.684 4.924 0.723
H -0.985 7.970 0.831
H -0.411 8.020 -0.840
H 0.710 8.393 0.490

Values from the calculation:
E: -38546.8975 eV
LUMO: -3.728 eV
HOMO: -11.102 eV
orbital gap: 7.375 eV
net charge: +1
ΔE to the lowest compared entry with this formula, charge and spin: 0.0 kcal per mole

Results of the Löwdin charge analysis, in e, for atoms 1 through 5: atom 1 (C): -0.085, atom 2 (C): -0.082, atom 3 (C): -0.054, atom 4 (C): -0.226, atom 5 (C): -0.130

Record 5
ORCA calculation (ωB97M-V/def2-TZVPD) on a structure of composition C59H41CoIN7O5P2Se3.

Positions of all 119 atoms, in Å:
Co -0.603 0.247 0.078
Se -1.740 3.482 6.756
N -2.221 1.898 6.099
C -1.747 1.836 4.890
C -1.928 0.677 4.012
C -2.630 -0.471 4.379
C -2.736 -1.504 3.476
C -2.149 -1.363 2.222
N -1.486 -0.275 1.868
C -1.369 0.730 2.747
C -0.609 1.905 2.287
N -0.110 1.824 1.052
C 0.584 2.838 0.563
C 0.807 4.000 1.296
C 0.294 4.097 2.565
C -0.430 3.020 3.082
C -1.006 2.999 4.426
N -0.894 3.981 5.272
H -3.084 -0.528 5.360
H -3.272 -2.411 3.717
H -2.227 -2.146 1.478
H 0.959 2.714 -0.446
H 1.388 4.799 0.859
H 0.441 4.981 3.173
Se -3.467 -5.305 -3.739
P -4.159 -3.655 -2.633
C -5.405 -4.120 -1.380
C -6.135 -3.154 -0.681
C -7.065 -3.547 0.271
C -7.270 -4.896 0.536
C -6.549 -5.855 -0.159
C -5.620 -5.467 -1.118
C -4.979 -2.482 -3.749
C -4.177 -1.649 -4.523
C -4.751 -0.816 -5.469
C -6.128 -0.817 -5.654
C -6.929 -1.651 -4.887
C -6.356 -2.486 -3.935
C -3.000 -2.582 -1.757
C -1.658 -2.474 -1.359
N -1.545 -1.241 -0.806
N -2.748 -0.668 -0.804
N -3.627 -1.449 -1.357
P -0.286 -3.663 -1.505
Se 1.554 -3.121 -0.671
C -0.125 -3.875 -3.301
C -0.166 -2.684 -4.028
C 0.045 -2.698 -5.399
C 0.306 -3.896 -6.050
C 0.388 -5.073 -5.323
C 0.187 -5.063 -3.949
C -0.937 -5.095 -0.570
C -1.084 -4.843 0.797
C -1.543 -5.828 1.655
C -1.842 -7.094 1.161
C -1.668 -7.360 -0.185
C -1.219 -6.366 -1.050
H -5.959 -2.104 -0.876
H -7.629 -2.795 0.810
H -7.993 -5.198 1.285
H -6.710 -6.908 0.040
H -5.054 -6.206 -1.673
H -3.102 -1.650 -4.380
H -4.123 -0.162 -6.061
H -6.576 -0.168 -6.397
H -8.004 -1.649 -5.024
H -6.984 -3.138 -3.342
H -0.347 -1.743 -3.518
H 0.013 -1.768 -5.953
H 0.464 -3.908 -7.122
H 0.608 -6.009 -5.823
H 0.293 -5.983 -3.395
H -0.805 -3.871 1.186
H -1.649 -5.614 2.712
H -2.206 -7.867 1.828
H -1.890 -8.344 -0.580
H -1.122 -6.594 -2.097
O 1.600 -0.641 1.591
C 2.751 -0.067 0.995
C 2.307 0.454 -0.442
O 3.142 1.134 -1.046
O 1.161 0.138 -0.845
C 3.876 -1.114 0.852
C 4.879 -1.003 -0.110
C 5.907 -1.935 -0.179
C 5.957 -3.002 0.707
C 4.963 -3.127 1.664
C 3.938 -2.192 1.733
C 3.259 1.086 1.875
C 4.323 1.903 1.486
C 4.759 2.933 2.306
C 4.157 3.166 3.538
C 3.114 2.350 3.941
C 2.671 1.323 3.113
H 1.858 -1.090 2.401
H 4.829 -0.198 -0.830
H 6.667 -1.828 -0.944
H 6.755 -3.733 0.645
H 4.970 -3.963 2.353
H 3.175 -2.346 2.486
H 4.791 1.743 0.527
H 5.580 3.560 1.978
H 4.502 3.973 4.174
H 2.630 2.517 4.897
H 1.840 0.713 3.442
I -4.114 5.381 -6.483
C -3.408 4.409 -4.762
C -2.520 3.352 -4.897
C -2.064 2.708 -3.753
C -2.490 3.113 -2.495
C -3.379 4.174 -2.385
C -3.845 4.833 -3.516
C -2.008 2.398 -1.243
O -2.460 2.766 -0.146
O -1.177 1.465 -1.463
H -2.189 3.035 -5.877
H -1.369 1.881 -3.821
H -3.705 4.468 -1.396
H -4.540 5.657 -3.430

Values from the calculation:
E: -342866.7888 eV
multiplicity: 2
LUMO (spin up / spin down): 0.815 / 0.819 eV
HOMO (spin up / spin down): -5.276 / -5.273 eV
<S²>: 0.7632
orbital gap (spin up / spin down): 6.091 / 6.092 eV
net charge: -1
ΔE to the lowest compared entry with this formula, charge and spin: 4.1 kcal per mole

Results of the Löwdin charge analysis, in e, for atoms 1 through 5: atom 1 (Co): 0.580, atom 2 (Se): 1.083, atom 3 (N): -0.230, atom 4 (C): -0.329, atom 5 (C): -0.079

Record 6
ORCA calculation (ωB97M-V/def2-TZVPD) on an isolated molecule of C4H8O2.

Positions of all 14 atoms, in Å:
C -1.080 0.404 -1.476
C -0.210 0.911 -0.349
O -0.240 2.063 0.031
C 0.232 -0.475 1.720
C 0.747 -0.076 0.332
O 0.924 -1.274 -0.403
H -1.820 1.166 -1.727
H -1.564 -0.538 -1.199
H -0.468 0.196 -2.363
H -0.462 0.267 2.121
H 1.057 -0.590 2.424
H -0.279 -1.437 1.631
H 1.697 0.468 0.438
H 1.464 -1.084 -1.180

Values from the calculation:
E: -8372.4002 eV
SMILES: CC(=O)[C@@H](C)O
LUMO: 0.687 eV
HOMO: -9.508 eV
orbital gap: 10.195 eV
ΔE to the lowest compared entry with this formula, charge and spin: 20.3 kcal per mole

Results of the Löwdin charge analysis, in e, for atoms 1 through 5: atom 1 (C): -0.004, atom 2 (C): -0.408, atom 3 (O): 0.080, atom 4 (C): -0.020, atom 5 (C): -0.374

Record 7
ORCA calculation (ωB97M-V/def2-TZVPD) on the ion CH5N2Si with charge +1.

Positions of all 9 atoms, in Å:
C 1.006 0.575 -0.027
N -2.762 0.411 -0.082
N -1.786 -0.038 0.101
Si -0.084 -0.921 -0.003
H 0.941 1.159 -0.901
H 0.943 1.114 0.982
H 2.094 0.446 0.083
H 0.139 -1.653 1.256
H -0.489 -1.094 -1.410

Values from the calculation:
E: -11967.6698 eV
SMILES: C[SiH2][N+]#N
LUMO: -5.429 eV
HOMO: -16.942 eV
orbital gap: 11.513 eV
net charge: +1
ΔE to the lowest compared entry with this formula, charge and spin: 5.7 kcal per mole

Results of the Löwdin charge analysis, in e, for atoms 1 through 5: atom 1 (C): -0.260, atom 2 (N): 0.321, atom 3 (N): 0.000, atom 4 (Si): 0.775, atom 5 (H): 0.020

Record 8
ORCA calculation (ωB97M-V/def2-TZVPD) on a cluster of 6 separate species, C38H30ClN2O22 in total.

Positions of all 93 atoms, in Å:
C 5.112 -3.494 -2.378
C 5.099 -2.859 -3.826
O 5.081 -1.413 -3.873
C 4.005 -0.874 -3.187
C 4.335 0.387 -2.476
C 3.162 0.906 -1.719
C 1.986 0.048 -1.861
N 1.847 -1.075 -2.595
C 0.550 -1.785 -2.617
C -0.388 -1.327 -3.781
O -0.357 -0.269 -4.302
Cl -1.609 -2.564 -4.300
N 2.865 -1.558 -3.279
H 4.992 -2.766 -1.539
H 6.072 -4.066 -2.234
H 4.303 -4.281 -2.367
H 4.294 -3.307 -4.477
H 6.062 -3.172 -4.320
H 5.324 0.902 -2.486
H 3.222 1.829 -1.104
H 1.078 0.368 -1.282
H 0.797 -2.868 -2.809
H 0.032 -1.746 -1.618
C -6.423 -2.531 -1.642
C -5.162 -2.247 -1.981
C -4.057 -2.283 -0.970
O -2.913 -2.035 -1.319
C -4.399 -2.612 0.410
C -5.662 -2.892 0.748
C -6.761 -2.884 -0.264
O -7.892 -3.163 0.084
O -6.000 -3.196 2.015
O -4.834 -1.916 -3.248
H -7.231 -2.511 -2.361
H -3.594 -2.617 1.133
H -6.964 -3.358 1.996
H -3.873 -1.756 -3.245
C -4.166 1.801 4.413
C -4.241 0.498 4.124
C -3.099 -0.227 3.490
O -3.203 -1.419 3.261
C -1.897 0.536 3.164
C -1.822 1.838 3.449
C -2.952 2.558 4.108
O -2.833 3.742 4.366
O -0.722 2.563 3.156
O -5.348 -0.222 4.392
H -4.984 2.337 4.874
H -1.086 0.003 2.690
H -0.918 3.469 3.462
H -5.151 -1.131 4.091
C 8.124 1.679 -0.271
C 9.068 2.038 0.608
C 9.693 3.397 0.570
O 10.532 3.688 1.398
C 9.262 4.320 -0.479
C 8.322 3.958 -1.357
C 7.680 2.611 -1.300
O 6.809 2.328 -2.113
O 7.912 4.793 -2.333
O 9.494 1.198 1.562
H 7.663 0.701 -0.252
H 9.733 5.293 -0.508
H 7.232 4.302 -2.831
H 10.172 1.692 2.064
C -5.073 2.439 -4.532
C -5.508 3.246 -5.506
C -5.216 2.961 -6.945
O -5.647 3.710 -7.800
C -4.409 1.782 -7.261
C -3.972 0.980 -6.287
C -4.288 1.250 -4.851
O -3.884 0.481 -3.994
O -3.225 -0.111 -6.555
O -6.230 4.347 -5.237
H -5.280 2.633 -3.489
H -4.189 1.597 -8.303
H -3.039 -0.519 -5.689
H -6.422 4.753 -6.105
C -0.138 0.143 7.249
C -0.032 -0.115 8.557
C -0.231 -1.495 9.099
O -0.106 -1.689 10.292
C -0.575 -2.559 8.157
C -0.685 -2.299 6.851
C -0.459 -0.926 6.307
O -0.551 -0.737 5.105
O -1.004 -3.262 5.964
O 0.260 0.852 9.443
H 0.005 1.136 6.844
H -0.734 -3.549 8.562
H -1.020 -2.822 5.092
H 0.281 0.411 10.315

Values from the calculation:
E: -100428.7865 eV
LUMO: -5.022 eV
HOMO: -11.235 eV
orbital gap: 6.213 eV
net charge: +1

Results of the Löwdin charge analysis, in e, for atoms 1 through 5: atom 1 (C): -0.069, atom 2 (C): -0.218, atom 3 (O): -0.041, atom 4 (C): -0.253, atom 5 (C): 0.156

Record 9
ORCA calculation (ωB97M-V/def2-TZVPD) on a cluster of 21 separate species, H42O21 in total.

Positions of all 63 atoms, in Å:
O 1.374 0.748 2.549
H 0.975 0.073 3.075
H 2.306 0.518 2.390
O -0.406 -4.148 -1.972
H -0.357 -4.473 -2.873
H 0.428 -4.401 -1.561
O 4.017 0.078 2.310
H 4.169 -0.109 3.244
H 4.278 1.023 2.304
O 2.293 -1.009 -4.860
H 2.284 -0.653 -3.992
H 1.740 -1.722 -5.128
O -1.052 3.945 0.577
H -1.928 4.205 0.284
H -0.994 3.917 1.538
O 0.385 2.094 4.656
H 0.598 3.017 4.586
H 0.285 1.702 3.784
O -0.403 -3.174 1.664
H 0.164 -2.409 1.806
H -0.011 -3.854 2.223
O 1.688 2.829 -2.047
H 0.923 2.274 -1.857
H 1.522 3.614 -1.503
O 2.684 -2.407 1.686
H 3.401 -2.146 1.093
H 2.138 -1.617 1.613
O -1.625 -0.467 2.671
H -2.227 -1.198 2.460
H -1.972 0.206 2.072
O -3.090 -3.064 1.910
H -2.139 -2.935 1.727
H -3.418 -3.723 1.302
O -1.641 0.250 -3.792
H -0.847 0.766 -3.561
H -1.600 0.413 -4.745
O 3.111 0.909 -0.927
H 2.672 1.054 -0.084
H 2.845 1.648 -1.524
O -4.455 0.860 2.694
H -4.373 0.064 3.225
H -3.543 1.169 2.712
O -1.969 -2.319 -0.229
H -1.424 -1.522 -0.393
H -1.319 -2.978 -0.519
O 3.202 -2.157 -1.235
H 2.253 -2.227 -1.375
H 3.369 -1.324 -1.689
O -1.664 3.271 -2.723
H -1.646 3.357 -1.766
H -1.327 4.019 -3.217
O 0.455 -1.567 -3.257
H -0.260 -1.935 -2.712
H 0.102 -0.662 -3.310
O 3.205 2.553 2.859
H 2.794 3.408 2.627
H 3.065 2.284 1.930
O -3.954 2.128 -1.561
H -3.865 2.137 -2.518
H -3.097 1.971 -1.155
O -2.233 0.132 -0.881
H -3.028 -0.191 -0.430
H -2.673 0.377 -1.701

Values from the calculation:
E: -43678.1647 eV
multiplicity: 2
LUMO (spin up / spin down): 2.154 / 2.018 eV
HOMO (spin up / spin down): -0.382 / -7.908 eV
<S²>: 0.7512
orbital gap (spin up / spin down): 2.535 / 9.926 eV
net charge: -1
ΔE to the lowest compared entry with this formula, charge and spin: 34.6 kcal per mole

Results of the Löwdin charge analysis, in e, for atoms 1 through 5: atom 1 (O): -0.097, atom 2 (H): 0.018, atom 3 (H): -0.021, atom 4 (O): -0.039, atom 5 (H): 0.051

Q: Number 5 is which compound?
A: C59H41CoIN7O5P2Se3